Entry 1:
Here is C23H27N3O2S in the gas phase from OMol25. Energies are from wB97M-V/def2-TZVPD.

Values from the calculation:
molar mass	409.6	g mol⁻¹
largest force on an atom	1.0	eV/Å
E_LUMO	0.0255	Ha
energy relative to the best compared isomer or geometry (same formula, charge and spin)	17.8	kJ/mol
total charge	0
DFT total energy	-43691.16366	eV
highest occupied orbital energy	-7.66	eV

```
56
Properties=species:S:1:pos:R:3:nbo_charge:R:1
C -0.93 -1.49 0.22 -0.419
N -2.30 -1.06 0.35 -0.293
C -2.71 0.21 0.67 0.039
C -1.72 1.23 1.06 0.667
O -0.84 0.99 1.88 -0.639
N -1.87 2.48 0.53 -0.435
C -2.59 2.77 -0.69 -0.218
C -1.63 2.75 -1.88 -0.423
C -0.43 3.67 -1.65 -0.395
C 0.24 3.38 -0.30 -0.313
C 0.91 2.01 -0.25 0.705
O 0.65 1.10 -1.01 -0.659
N 1.81 1.89 0.74 -0.604
C 2.38 0.61 1.11 -0.225
C 3.85 0.49 0.70 -0.393
C 4.40 -0.90 1.04 -0.441
C 3.62 -1.98 0.34 0.083
C 3.79 -2.20 -1.02 -0.246
C 3.05 -3.16 -1.68 -0.198
C 2.12 -3.92 -0.98 -0.229
C 1.94 -3.71 0.37 -0.198
C 2.69 -2.75 1.03 -0.257
C -0.83 3.44 0.81 -0.217
C -4.09 0.27 0.69 -0.275
C -4.53 -1.02 0.36 -0.264
S -5.99 -1.92 0.12 0.401
C -5.06 -3.33 -0.27 -0.387
C -3.72 -3.15 -0.22 -0.266
C -3.40 -1.82 0.14 0.089
H -0.37 -0.79 -0.40 0.247
H -0.45 -1.54 1.20 0.218
H -0.91 -2.47 -0.24 0.207
H -3.04 3.76 -0.58 0.187
H -3.38 2.04 -0.84 0.235
H -1.27 1.73 -2.03 0.240
H -2.17 3.06 -2.78 0.209
H -0.76 4.71 -1.66 0.199
H 0.29 3.53 -2.45 0.222
H 1.00 4.15 -0.10 0.219
H 1.96 2.66 1.37 0.391
H 2.27 0.47 2.18 0.197
H 1.80 -0.15 0.59 0.232
H 3.92 0.66 -0.38 0.207
H 4.44 1.25 1.21 0.199
H 4.35 -1.05 2.12 0.205
H 5.45 -0.95 0.74 0.217
H 4.52 -1.61 -1.56 0.208
H 3.19 -3.32 -2.74 0.213
H 1.54 -4.67 -1.50 0.212
H 1.23 -4.31 0.92 0.211
H 2.55 -2.59 2.09 0.210
H -1.28 4.44 0.84 0.200
H -0.40 3.20 1.78 0.239
H -4.69 1.12 0.95 0.229
H -5.59 -4.23 -0.51 0.231
H -3.00 -3.92 -0.43 0.225
```


Entry 2:
Here is C23H27N3O3S in the gas phase from OMol25. Energies are from wB97M-V/def2-TZVPD.

Values from the calculation:
molar mass	425.6	g mol⁻¹
largest force on an atom	0.9	eV/Å
E_LUMO	0.0217	Ha
energy relative to the best compared isomer or geometry (same formula, charge and spin)	147.1	kJ/mol
total charge	0
DFT total energy	-45737.70985	eV
highest occupied orbital energy	-7.94	eV

```
57
Properties=species:S:1:pos:R:3:nbo_charge:R:1
C -0.71 -0.46 2.34 -0.252
O -1.55 0.56 2.82 -0.536
C -1.24 1.86 2.38 -0.073
C -1.89 2.25 1.04 -0.254
N -1.30 1.57 -0.09 -0.367
C -1.82 0.51 -0.80 0.144
C -3.18 0.00 -0.65 -0.147
C -4.29 0.84 -0.70 -0.175
C -5.56 0.34 -0.57 -0.251
C -5.77 -1.03 -0.39 0.311
O -7.06 -1.42 -0.27 -0.488
C -7.34 -2.79 -0.09 -0.253
C -4.67 -1.88 -0.37 -0.323
C -3.39 -1.37 -0.50 -0.104
C -0.82 0.09 -1.63 -0.092
N 0.29 0.86 -1.47 -0.543
C -0.03 1.73 -0.53 0.210
S 1.01 3.00 0.07 0.272
C 2.50 2.73 -0.94 -0.604
C 3.34 1.58 -0.37 0.666
O 4.24 1.78 0.41 -0.615
N 2.94 0.38 -0.84 -0.674
C 3.41 -0.86 -0.36 0.224
C 2.47 -1.77 0.10 -0.252
C 2.87 -2.99 0.61 -0.212
C 4.22 -3.30 0.65 -0.213
C 5.17 -2.41 0.16 0.004
C 6.62 -2.78 0.22 -0.632
C 4.77 -1.19 -0.38 -0.041
C 5.76 -0.25 -0.98 -0.643
H 0.35 -0.19 2.47 0.175
H -0.89 -0.69 1.29 0.164
H -0.93 -1.34 2.94 0.195
H -1.65 2.53 3.15 0.196
H -0.16 2.01 2.33 0.183
H -1.77 3.33 0.90 0.216
H -2.95 1.99 1.08 0.237
H -4.15 1.90 -0.86 0.215
H -6.42 0.99 -0.60 0.227
H -7.01 -3.38 -0.95 0.177
H -8.43 -2.86 -0.01 0.203
H -6.88 -3.18 0.83 0.178
H -4.79 -2.95 -0.25 0.221
H -2.55 -2.04 -0.48 0.210
H -0.83 -0.70 -2.36 0.217
H 2.17 2.54 -1.97 0.250
H 3.06 3.66 -0.87 0.257
H 2.02 0.36 -1.29 0.445
H 1.42 -1.51 0.08 0.208
H 2.14 -3.70 0.97 0.209
H 4.54 -4.24 1.07 0.204
H 7.02 -2.94 -0.78 0.216
H 6.76 -3.70 0.79 0.215
H 7.20 -1.99 0.69 0.220
H 5.30 0.33 -1.78 0.219
H 6.12 0.46 -0.23 0.249
H 6.62 -0.78 -1.39 0.210
```